Here is the ion C7H15N4O with charge +1 from the OMol25 dataset. Energies are from ωB97M-V/def2-TZVPD.

XYZ file:
```
27
Properties=species:S:1:pos:R:3:forces:R:3
C 3.4511 -0.2693 -0.7278 1.58 0.53 -0.82
C 2.3737 -0.4211 0.2877 0.80 0.28 -0.04
N 1.2609 -1.1247 -0.2253 -1.29 -1.28 2.51
C 0.1661 -0.7631 0.6457 0.90 0.52 -0.66
N -1.0894 -1.0257 0.0883 -2.10 2.10 -0.57
C -2.1408 0.1011 0.3498 0.33 -2.09 0.19
C -3.4907 -0.3261 -0.2334 0.46 -1.82 -1.16
C -1.6676 1.3308 -0.3385 -1.00 1.98 3.93
C -0.2851 1.5813 0.0580 1.84 4.15 0.18
O 0.3198 2.7273 -0.2207 0.80 1.66 -0.07
N 0.3758 0.7614 0.7644 2.47 -3.27 0.34
N 1.8067 0.8655 0.6887 -0.20 2.29 0.72
H 2.9800 -0.3651 -1.7438 0.99 -0.02 0.76
H 4.2068 -1.0554 -0.4560 -0.61 0.60 -1.08
H 4.0046 0.7319 -0.6683 -0.94 -1.37 0.03
H 2.8871 -0.7665 1.2245 -1.00 -0.88 -0.69
H 0.9732 -1.1441 -1.1796 0.43 0.33 -0.77
H 0.4514 -1.0590 1.6393 -0.52 -0.72 0.72
H -1.5568 -1.8142 0.4447 0.00 -1.56 0.47
H -2.1773 0.1933 1.4755 -0.17 0.49 -1.14
H -3.3482 -0.5265 -1.3217 0.00 0.56 0.52
H -4.3765 0.3145 -0.1353 0.60 0.02 0.43
H -3.7148 -1.3596 0.0910 -0.27 0.61 0.41
H -2.3937 2.1322 0.0436 1.43 -0.47 -0.45
H -1.7099 1.4289 -1.3500 -0.39 -0.48 -3.15
H 1.2980 3.0696 0.1205 -3.49 -2.55 -0.96
H 2.2235 1.0804 1.5858 -0.64 0.40 0.34
```
Positions in Å, forces in eV/Å.

Molar mass, g mol⁻¹: 171.2
Frontier orbital gap, eV: 10.2
Multiplicity: 1
Energy relative to the best compared isomer or geometry (same formula, charge and spin), eV: 2.3052
SMILES string: C[C@@H]1N[C@@H]2N[C@H](C)CC(O)=[N+]2N1
Charge: +1
Electronic energy, Eh: -569.66626

---

Here is a structure of composition C7H15NO from the OMol25 dataset. Energies are from ωB97M-V/def2-TZVPD.

XYZ file:
```
24
Properties=species:S:1:pos:R:3:forces:R:3
C 0.8889 -0.2921 0.4201 -0.58 0.73 -0.74
C 0.0654 0.5047 -0.3903 1.93 0.15 -0.11
C -1.6734 -0.2436 0.3871 -1.23 -1.93 0.74
C 1.2287 0.0990 1.8187 -0.36 0.03 0.09
C 1.4794 -1.5569 -0.0980 -0.19 0.13 0.17
C 0.0285 0.1814 -1.8762 -0.37 -0.27 0.30
C 0.0001 2.0055 -0.1554 -0.56 -0.16 0.28
N -1.5181 -1.5604 0.3502 0.09 0.55 0.10
O -2.6818 0.3280 -0.3701 0.92 0.77 -0.26
H -2.8091 -0.2458 -1.1402 -0.05 -0.30 0.20
H -2.1425 -2.0287 1.0051 0.04 0.02 -0.30
H -1.6367 0.3285 1.3259 0.40 0.32 -0.29
H 0.4554 0.7190 2.2750 0.01 0.03 -0.08
H 2.1528 0.6878 1.8270 0.01 -0.10 -0.01
H 1.3609 -0.7783 2.4503 0.13 -0.03 -0.06
H 0.6641 -2.2097 -0.4256 -0.20 0.02 0.03
H 2.0560 -2.0778 0.6639 0.01 0.02 0.00
H 2.1167 -1.3629 -0.9654 -0.05 0.04 0.00
H -0.7080 0.8149 -2.3698 -0.01 0.00 -0.05
H 0.9983 0.3550 -2.3483 0.03 0.09 0.05
H -0.2389 -0.8603 -2.0449 -0.07 -0.05 -0.04
H 0.1378 2.2962 0.8835 0.03 -0.01 0.05
H 0.7532 2.5232 -0.7534 0.06 -0.10 -0.02
H -0.9779 2.3732 -0.4694 -0.02 0.06 -0.03
```
Positions in Å, forces in eV/Å.

Molar mass, g mol⁻¹: 129.2
Frontier orbital gap, eV: 7.6
Multiplicity: 1
Energy relative to the best compared isomer or geometry (same formula, charge and spin), eV: 3.9421
Electronic energy, Eh: -405.59244

---

Here is a cluster of 2 separate species, C7H15NO in total from the OMol25 dataset. Energies are from ωB97M-V/def2-TZVPD.

XYZ file:
```
24
Properties=species:S:1:pos:R:3:forces:R:3
C -1.3071 -1.5657 0.2356 0.77 0.73 -0.28
C 0.5668 -1.5002 -1.7172 0.03 0.14 0.02
C 0.3354 -1.0765 -0.2880 -0.38 -1.00 0.45
C 1.3050 -1.2017 0.6331 -0.17 0.34 -0.29
O -2.2821 -1.0838 -0.4776 -0.14 0.36 -0.28
H -1.9720 0.2547 -1.0172 0.22 -0.02 0.50
H -1.2851 -1.2874 1.3047 0.00 -0.10 0.01
H -1.1328 -2.6462 0.1054 0.03 0.04 0.05
H 1.2590 -0.8277 -2.2310 -0.01 -0.01 -0.03
H 0.9895 -2.5062 -1.7641 -0.01 0.04 0.03
H -0.3780 -1.5123 -2.2639 0.00 0.01 0.00
H 1.1368 -0.9222 1.6671 -0.08 -0.09 0.07
H 2.2966 -1.5755 0.3941 0.04 0.06 -0.04
C -0.4003 1.4753 0.9730 0.12 -0.17 0.10
C 0.8444 2.1295 1.5733 -0.05 -0.07 -0.06
C -0.1653 0.9912 -0.4408 -0.78 0.68 -0.29
N -1.1957 1.0040 -1.2951 0.20 -0.74 0.17
H -0.9400 0.8632 -2.2647 0.18 0.09 0.00
H 0.8023 1.2447 -0.8641 0.03 -0.17 0.00
H -0.7395 0.6550 1.6062 -0.02 -0.04 -0.01
H -1.2225 2.1942 0.9449 0.03 -0.07 -0.08
H 1.1273 3.0222 1.0115 -0.01 -0.02 0.02
H 0.6631 2.4268 2.6070 -0.01 0.00 -0.05
H 1.6943 1.4446 1.5678 -0.01 0.00 -0.01
```
Positions in Å, forces in eV/Å.

Molar mass, g mol⁻¹: 129.2
Frontier orbital gap, eV: 8.1
Multiplicity: 1
Energy relative to the best compared isomer or geometry (same formula, charge and spin), eV: 4.4632
Electronic energy, Eh: -405.57329

---

Here is the molecule C7H15NO from the OMol25 dataset. Energies are from ωB97M-V/def2-TZVPD.

XYZ file:
```
24
Properties=species:S:1:pos:R:3:forces:R:3
C -0.8208 0.0889 0.2082 0.05 -0.01 -0.01
C -1.4750 -1.0930 -0.5265 0.10 0.11 0.08
C -1.1969 1.3961 -0.5107 0.06 -0.14 0.09
C -1.3336 0.1395 1.6568 0.07 -0.01 -0.14
H 1.3784 -1.3162 -1.0466 -0.08 -0.22 0.19
H -1.0803 -0.7714 2.2016 0.01 0.01 -0.03
H -1.1085 -1.1792 -1.5507 0.01 0.01 0.00
H -2.5552 -0.9375 -0.5729 0.03 0.03 0.01
H -1.2970 -2.0403 -0.0176 0.02 0.03 0.01
H -0.7432 2.2592 -0.0236 -0.01 -0.02 0.01
H -0.8752 1.3795 -1.5539 0.00 -0.02 0.00
H -2.2812 1.5263 -0.4975 0.03 -0.02 0.01
H -0.9049 0.9877 2.1909 -0.01 -0.01 -0.02
H -2.4211 0.2440 1.6606 0.03 0.00 -0.03
C 0.7215 -0.0566 0.2431 0.01 -0.02 0.04
C 2.1407 0.5787 -1.7428 -0.43 -0.39 0.28
C 1.2943 -1.3534 0.6581 -0.06 0.03 -0.31
O 1.2795 1.1150 0.8025 -0.08 -0.14 -0.23
N 1.2435 -0.2004 -1.2525 0.40 0.75 -0.03
H 1.9948 0.8383 1.3828 -0.03 -0.06 -0.02
H 2.3164 1.5472 -1.2860 -0.07 0.01 0.00
H 2.7437 0.2464 -2.5791 -0.02 -0.02 0.02
H 0.6586 -2.0825 1.1421 -0.03 0.05 0.05
H 2.3216 -1.3162 1.0137 0.00 0.05 0.03
```
Positions in Å, forces in eV/Å.

Molar mass, g mol⁻¹: 129.2
Frontier orbital gap (spin up / spin down), eV: 7.7 / 7.7
Multiplicity: 1
Energy relative to the best compared isomer or geometry (same formula, charge and spin), eV: 4.0634
Electronic energy, Eh: -405.58798

---

Here is a cluster of 3 separate species, C7H15NO in total from the OMol25 dataset. Energies are from ωB97M-V/def2-TZVPD.

XYZ file:
```
24
Properties=species:S:1:pos:R:3:forces:R:3
C 1.9839 -0.4704 0.3059 -0.71 0.14 -0.06
C 0.0722 -0.0270 -0.8050 0.24 -0.15 -0.16
C -3.1439 0.4469 -0.9107 -0.08 0.07 -0.08
C 2.7730 0.6421 0.9413 -0.02 -0.03 0.02
C -0.2874 -1.4074 -1.2862 -0.02 0.04 0.06
N -1.7935 0.9573 -0.8810 0.30 -0.11 0.15
C -0.1561 0.3981 0.4624 0.32 -0.09 0.24
C -0.3703 0.6907 1.7108 0.01 0.04 0.04
O 1.9099 -1.6598 1.0272 0.00 0.15 -0.03
H 1.5665 -1.4786 1.9100 0.02 0.01 -0.04
H -1.7383 1.9382 -1.1463 -0.08 -0.06 -0.02
H 2.3523 -0.7212 -0.6850 0.00 0.00 -0.01
H 0.5482 0.6586 -1.4933 -0.01 0.02 0.05
H -3.6308 0.5267 -1.8982 0.03 -0.01 0.09
H -3.1368 -0.6193 -0.6554 -0.01 0.02 0.00
H -3.8188 0.9304 -0.1830 0.05 -0.04 -0.06
H 3.8245 0.3509 1.0552 -0.08 0.00 -0.02
H 2.7314 1.5404 0.3220 0.00 -0.04 0.01
H 2.3987 0.9068 1.9333 -0.01 -0.02 -0.03
H -0.6094 -1.3477 -2.3242 0.02 0.02 0.04
H -1.1021 -1.8162 -0.6918 0.01 0.04 0.00
H 0.5595 -2.0920 -1.2088 0.00 0.05 0.00
H 0.3691 0.5041 2.4856 0.01 -0.01 -0.10
H -1.3019 1.1484 2.0152 0.01 -0.03 -0.08
```
Positions in Å, forces in eV/Å.

Molar mass, g mol⁻¹: 129.2
Frontier orbital gap (spin up / spin down), eV: 7.5 / 7.5
Multiplicity: 1
Energy relative to the best compared isomer or geometry (same formula, charge and spin), eV: 7.7050
Electronic energy, Eh: -405.45415

---

Here is a cluster of 2 separate species, C7H15NO2S in total from the OMol25 dataset. Energies are from ωB97M-V/def2-TZVPD.

XYZ file:
```
26
Properties=species:S:1:pos:R:3:forces:R:3
C -0.9292 -0.8656 0.0577 0.82 -2.60 -2.02
C -1.7623 0.1309 0.2347 -2.16 -0.37 0.91
C 2.0268 0.2021 0.0916 1.69 -0.79 -0.70
C -2.0960 0.9860 -0.8831 -3.73 -0.31 -0.04
C -2.1957 0.4157 1.6623 1.54 4.04 -2.63
C 2.1560 0.6223 -1.2731 1.42 -0.83 -1.87
C 2.3350 -1.1752 0.4675 -1.00 -2.30 3.64
N -0.3777 -1.3848 -1.1428 1.71 -1.95 2.06
O 0.3704 2.2148 0.4219 0.74 2.50 -0.74
O 0.6260 0.5636 2.2556 1.40 0.31 0.09
S 0.6830 0.8847 0.8236 -2.74 -1.52 2.62
H -0.8112 -1.4706 0.8994 0.83 -1.09 1.15
H -1.3026 1.6204 -1.0028 1.89 2.20 -0.59
H -3.0344 1.5585 -0.5515 1.28 -0.55 -1.21
H -2.2218 0.4229 -1.8405 -0.30 0.48 0.72
H -2.2149 -0.4005 2.2701 -0.83 -2.30 1.57
H -3.0090 1.1747 1.6741 0.21 -1.03 0.32
H -1.2785 0.9572 2.0378 -1.24 -0.09 0.22
H 3.0354 0.1595 -1.7221 0.74 0.46 0.23
H 2.1323 1.6692 -1.4461 -0.03 0.90 -0.12
H 1.4655 0.1261 -1.9594 -1.06 0.10 0.30
H 3.3575 -1.3679 0.9052 -0.84 0.32 -0.76
H 2.0521 -1.9920 -0.2124 0.66 0.66 -0.69
H 1.6131 -1.5123 1.3543 1.58 1.00 -1.36
H 0.1736 -2.3098 -1.1130 -1.66 2.31 0.19
H -0.7936 -1.2297 -2.0092 -0.91 0.44 -1.30
```
Positions in Å, forces in eV/Å.

Molar mass, g mol⁻¹: 177.3
Frontier orbital gap (spin up / spin down), eV: 6.7 / 6.7
Multiplicity: 3
Energy relative to the best compared isomer or geometry (same formula, charge and spin), eV: 1.6313
Electronic energy, Eh: -878.91426